[1]
84
Properties=species:S:1:pos:R:3:mulliken_charge:R:1 method="wB97M-V/def2-TZVPD" smiles="CCOCCc1c(CCCCN)ccc2c1Sc1c(ccc(CCCSC(=S)N3CCOCC3)c1[C@H](Cl)[C@@H](C)Cl)N2F" energy_ev=-101658.427 multiplicity=1
Cl -0.54861 -0.82761 -0.47486 -0.1456
Cl 1.20065 -1.41918 -4.39174 -0.1316
S 2.66177 -4.09111 2.79229 -0.1858
S 0.81173 1.54372 -2.77572 -0.2631
S 4.63267 -6.28121 3.27090 -0.1744
F 3.31179 3.25997 -2.67949 -0.2206
O 0.60130 -6.89031 6.24739 -0.4277
O -3.57730 3.07935 -3.58716 -0.4457
N -5.24586 8.11363 -1.09087 -0.6929
N 3.00186 2.81731 -1.36288 -0.3838
N 2.32009 -6.09790 4.58816 0.0325
C 1.85560 -6.68794 6.88014 -0.5138
C 0.37289 4.71219 0.36388 -0.4962
C 3.72896 -3.25674 0.40776 -1.1293
C -0.69861 3.24100 -1.18869 -0.5302
C 2.84228 -4.39497 0.98501 -0.6038
C -2.20551 3.27748 -3.23468 -0.5113
C -1.90094 2.63476 -1.86290 0.0762
C 0.56417 2.81583 -1.54447 0.8240
C 2.12735 -0.77616 -1.92124 -0.9909
C 4.10097 0.78751 -0.67471 -0.7535
C -1.26870 -2.55694 -2.51641 -1.5822
C -4.00713 6.36931 0.20357 -0.6616
C 1.72152 3.30579 -0.97170 0.1120
C -0.78607 4.21511 -0.19056 0.5641
C 3.20346 -5.56792 3.59791 -0.0566
C 1.62063 4.28300 -0.01812 -0.9357
C 2.98825 -6.42572 5.83589 -0.6113
C 3.05530 1.38616 -1.32930 0.1825
C 1.66687 -7.30200 4.06002 -0.5803
C -2.61703 6.00598 -0.39476 0.0514
C 2.09975 0.61493 -1.95282 1.4360
C 3.31959 -2.87989 -1.05299 -0.5696
C 0.72114 -7.81981 5.19781 -0.4862
C -0.40041 -1.32422 -2.19314 0.9610
C -4.36512 7.86944 0.08782 -0.6245
C -3.85213 1.74484 -3.97524 -0.0318
C 4.13712 -0.58134 -0.62904 -0.2766
C 1.06665 -1.62805 -2.59202 -0.6234
C -4.88652 1.07580 -3.06008 -1.1585
C -2.11811 4.73453 0.31865 -1.4150
C 3.17262 -1.36804 -1.21822 0.3182
H -5.78233 1.69127 -2.94687 0.3135
H -4.85208 7.54062 -1.83643 0.2809
H -2.86527 3.93770 0.25822 0.3382
H -1.33850 -2.58811 -3.60920 0.3656
H -2.80559 2.76395 -1.26533 0.2814
H -4.76661 5.70161 -0.21567 0.3485
H 4.09176 -3.25118 -1.73236 0.2951
H 3.60798 -5.61367 6.22041 0.4674
H 4.75868 -3.62260 0.45084 0.2094
H -0.25898 -8.02672 4.76718 0.3239
H -1.62272 2.80681 -4.04111 0.4189
H 3.28064 -5.38317 0.83394 0.4658
H -3.93106 6.10606 1.27053 0.3480
H -0.82075 -0.51131 -2.77917 -0.2129
H 1.21825 -2.68727 -2.41311 0.4052
H 3.60237 -2.40963 1.08426 0.7477
H -2.28604 -2.39647 -2.15307 0.4420
H 2.39840 -8.07904 3.79233 0.4065
H 2.36365 -3.37805 -1.21335 0.1220
H 1.09188 -6.97343 3.18786 0.3669
H 1.16408 -8.73655 5.62177 0.2897
H 0.29992 5.46619 1.14505 0.4178
H -5.14365 0.09487 -3.47676 0.3906
H -1.75899 1.56370 -2.04174 -0.3590
H -4.94875 8.12534 0.97910 0.3330
H -3.47563 8.50258 0.05927 0.3547
H -0.80024 -3.45473 -2.10782 0.3549
H 4.94705 -1.06880 -0.09430 0.5030
H 4.89114 1.35425 -0.19482 0.4839
H -4.24755 1.72007 -4.99923 0.4120
H -1.89142 6.80394 -0.21638 0.4272
H -1.98367 4.96137 1.38405 0.6669
H -4.46328 0.89027 -2.06583 0.2395
H 1.81811 -4.34698 0.60578 0.3463
H -6.11289 7.63165 -0.86298 0.2775
H 2.51588 4.70534 0.42680 0.4615
H 1.74337 -5.87168 7.59641 0.3132
H 2.06948 -7.59762 7.46879 0.3318
H -2.02375 4.35563 -3.24237 0.3837
H -2.75885 5.78501 -1.45940 -0.0675
H 3.59621 -7.34169 5.78854 0.3250
H -2.94920 1.11989 -3.92720 0.0361



[2]
131
Properties=species:S:1:pos:R:3:mulliken_charge:R:1 method="wB97M-V/def2-TZVPD" energy_ev=-702958.549 multiplicity=1
Cl 0.63396 -3.21375 3.80231 -0.3330
Cl 4.42372 -0.89264 -4.03336 -0.0962
Cl 1.41657 13.88847 -2.11729 -0.1013
Cl 0.32858 -9.97119 7.83662 -0.0592
Cl -0.87600 -9.93920 4.71116 -0.1036
Cl 9.99226 -0.70502 -3.16847 -0.1113
Cl 2.73490 -12.34818 1.90125 -0.0470
Cl 0.68004 -14.36925 1.51040 -0.1239
Cl -5.47699 -1.17652 2.07607 -0.0143
Cl 3.73705 4.54630 -0.04428 -0.0921
Cl 5.27836 7.79796 -1.30642 -0.0787
Cl -10.22561 -1.18021 2.85667 -0.1187
Cl 3.04289 -9.32102 3.91818 -0.1187
Cl 4.77830 10.49456 -0.33788 -0.1357
Cl 11.40680 -3.24279 -3.02543 -0.1165
Cl -3.97033 1.70384 2.45253 0.0008
Cl 9.54854 -2.49464 -0.91672 -0.0982
Cl 5.57514 -0.69392 -1.36674 -0.1351
Cl 5.78949 13.49031 2.54855 -0.1228
Cl 4.03895 -9.49138 6.64639 -0.1268
Cl 2.30641 7.07497 -0.16948 -0.0760
Cl 6.82978 -2.36931 -3.38154 -0.1227
Cl -8.65142 5.95032 1.42437 -0.0324
Cl -15.59602 8.27839 0.56856 -0.1219
Cl -8.94928 2.07459 -0.88375 -0.1288
Cl -0.58338 -7.05186 4.90492 -0.1608
Cl -11.34151 5.90316 0.32072 -0.1166
Cl -3.46729 3.98965 4.18137 -0.1295
Cl -2.05960 -8.34880 8.19182 -0.1014
Cl 3.26277 -15.11610 2.62175 -0.1254
Cl 1.88996 5.27944 2.08013 -0.1056
Cl -3.75765 -0.16442 -0.04583 -0.1017
Cl 7.51192 14.49964 0.43255 -0.1226
Cl -2.87684 -2.39311 1.60873 -0.1487
Cl -15.81799 5.37947 0.46471 -0.1217
Cl -6.15247 3.48297 3.18144 -0.0630
Cl 3.77092 -11.90323 5.04068 -0.0982
Cl 0.54366 16.11515 -3.77361 -0.1268
Cl -9.20122 7.24785 -1.11952 -0.1206
Cl -6.37441 1.32377 0.24381 0.0123
Cl -1.18766 15.10386 -1.66609 -0.1218
Cl -9.65560 -1.09922 5.70790 -0.1300
Cl -2.97632 -8.19561 3.70836 -0.1180
Cl -0.96018 11.47393 -4.76579 -0.1212
Cl 3.78228 9.67650 -2.94569 -0.0770
Cl 8.39343 12.27691 2.08914 -0.1246
Cl -8.12511 0.55756 3.87023 -0.0377
Cl 0.12790 -8.15339 10.09847 -0.1226
Cl -6.88372 4.08747 -0.50436 -0.0959
Cl -15.89485 6.93368 -1.99336 -0.1214
Cl -1.11683 9.09915 -3.09363 -0.1220
Cl 1.44105 9.93463 -4.19711 -0.0860
P -0.08999 -3.59928 1.83925 0.4264
O 5.05406 -5.50806 -5.94679 -0.3626
O -1.19209 -4.90613 2.00634 -0.3319
O 4.29973 -6.23228 -7.98241 -0.5088
O 0.81696 -6.56260 -0.40996 -0.6242
N 0.41990 -4.33893 -1.39847 -0.4054
C 4.10344 -5.48034 -6.98819 0.2473
C 2.41870 -14.04082 1.49770 0.0009
C 3.09771 -10.30540 5.38821 0.5627
C -7.20797 2.39215 -0.89331 -0.1038
C 10.73017 -1.90108 -2.09230 0.0004
C 3.18054 -4.87295 -4.28815 -0.7539
C 0.14967 -0.60930 -0.42250 -0.3065
C 1.28025 1.02563 -2.26140 -0.9530
C 1.11468 -2.98579 -1.34564 1.2174
C 5.08844 9.49500 -1.76549 -0.0619
C -1.23349 -8.38794 3.94114 0.0366
C 2.05311 -3.17078 -0.07811 -1.1014
C 3.04078 -4.13899 -2.86299 0.0776
C -4.26959 -1.60337 0.85472 -0.1870
C -0.30574 9.85647 -4.47081 -0.0027
C 1.88120 -3.02045 -2.78863 -0.9564
C 4.69320 -4.63616 -4.83481 0.0255
C -8.96539 -0.98508 4.08272 0.0653
C 0.27482 0.89042 -1.02502 0.4402
C -15.21622 6.82300 -0.36315 0.3408
C 0.94398 1.76835 0.17831 -1.1252
C 0.86710 -5.32166 -0.35179 0.1262
C -9.84885 6.84150 0.47605 -0.0465
C 3.05932 5.88280 0.89751 -0.0945
C 7.00147 13.06363 1.33132 0.4903
C -4.63630 2.74431 3.71850 -0.1541
C 0.02812 14.67819 -2.87896 0.4238
C 0.08631 -1.77412 -1.50515 -0.5616
C 1.33233 -4.32024 0.81657 0.0572
C 5.92107 -0.88408 -3.09173 -0.0612
C -0.76432 -9.22938 9.01433 -0.0414
H 1.93790 1.22583 0.42078 0.2459
H 2.44866 -4.44337 -5.04650 0.3413
H 3.87107 6.36882 1.43545 0.3548
H -4.84557 2.12943 4.59178 0.3139
H 2.26747 -2.33008 0.65709 0.3191
H 2.17532 -4.81227 1.40901 0.5453
H -0.95075 -5.41349 2.82531 0.1609
H 3.10521 -3.63280 -0.20451 0.3629
H -0.59267 -4.31372 -1.14938 0.4185
H -6.82874 2.19149 -1.89333 0.3134
H 2.96228 -4.94470 -2.06049 0.1672
H -0.85482 -0.60983 0.15218 -0.1015
H -0.75320 -8.37139 2.96431 0.3291
H -1.21329 -10.02113 9.61052 0.3167
H 3.18327 -4.81000 -7.03424 0.2979
H 1.24445 2.81676 -0.16005 0.2543
H 11.54024 -1.41872 -1.54922 0.3300
H 4.03391 -3.57967 -2.67216 0.0847
H 0.16368 -1.42188 -2.60206 0.4169
H 6.01564 9.83186 -2.22481 0.3507
H -0.48802 9.24685 -5.35353 0.3331
H 2.08012 -10.43439 5.75144 -0.2266
H 6.55138 12.36223 0.62979 -0.1158
H 1.06783 -3.25521 -3.56079 0.5792
H 6.52550 -0.03879 -3.41504 0.4334
H -4.72223 -2.30210 0.15396 0.3706
H 2.32885 0.63874 -2.04562 0.0775
H 0.95650 -0.69470 0.37392 0.2782
H -0.97658 -2.23216 -1.44050 0.2026
H 1.37139 2.14826 -2.51148 0.4452
H 0.33103 1.74145 1.13882 0.2970
H -0.42096 13.97941 -3.58303 -0.0686
H -10.07934 7.76783 0.99824 0.3130
H 4.87164 -3.54963 -5.14918 0.0685
H -14.13412 6.74336 -0.44748 0.0310
H -0.75778 1.34748 -1.18736 0.1493
H -8.24183 -1.78882 3.96086 0.2162
H 0.79672 0.54336 -3.19406 0.2686
H 3.07575 -6.01381 -4.15953 0.2463
H 5.43256 -4.84802 -3.97486 0.2018
H 2.40007 -2.00989 -3.00536 -0.5022
H 2.79549 -14.23013 0.49467 0.3079